C5H7BrN3O3 | wB97M-V/def2-TZVPD

Largest force on an atom (Eh/bohr): 0.190
SMILES: O=C(Br)Cc1n[nH]c(COO)[nH+]1
Relative energy (zero: lowest compared OMol25 entry of this formula, charge and spin) (kcal/mol): 160.9
Highest occupied orbital energy (eV): -13.75
DFT total energy (hartree): -3158.13158

Geometry as ORCA input:
```
! RIJCOSX wB97M-V def2-TZVPD def2/J DEFGRID3
* xyz 1 1
O -1.22 2.86 0.81
C -2.02 2.70 -0.24
Br -3.86 3.57 -0.23
C -1.53 1.83 -1.58
C -0.38 0.71 -1.24
N 0.67 0.15 -2.22
N 1.53 -0.78 -1.61
C 0.99 -0.86 -0.20
C 1.48 -1.70 1.13
O 0.39 -2.62 1.59
O 0.47 -2.59 2.92
N -0.19 0.04 0.10
H -1.07 2.62 -2.35
H -2.46 1.24 -2.04
H 2.34 -1.32 -1.98
H 1.63 -0.90 1.99
H 2.44 -2.36 0.93
H 1.45 -2.71 3.19
H -0.68 0.13 1.02
*
```

C32H68F6N6O17P | wB97M-V/def2-TZVPD

Largest force on an atom (Eh/bohr): 0.040
Highest occupied orbital energy (eV): -7.25
DFT total energy (hartree): -3808.67351

Geometry as ORCA input:
```
! RIJCOSX wB97M-V def2-TZVPD def2/J DEFGRID3
* xyz -1 1
P -20.77 37.27 0.90
F -21.62 36.61 2.11
F -22.05 36.98 -0.08
F -21.34 38.72 1.29
F -20.01 37.90 -0.40
F -19.44 37.56 1.75
F -20.23 35.80 0.48
C -21.66 33.89 3.18
O -21.59 32.52 3.53
H -21.62 34.05 2.10
H -22.53 34.37 3.63
H -20.76 34.40 3.52
H -22.34 32.04 3.15
C -23.15 38.14 4.77
O -21.85 38.47 4.37
H -23.37 37.07 4.86
H -23.42 38.60 5.72
H -23.89 38.51 4.04
H -21.59 38.01 3.56
C -19.36 41.94 -2.37
C -20.57 41.18 -2.84
C -21.28 40.33 -1.75
O -22.54 40.95 -1.54
C -22.66 42.04 -2.34
O -23.57 42.78 -2.31
O -21.60 42.14 -3.16
H -18.99 42.52 -3.22
H -18.56 41.30 -2.01
H -19.62 42.68 -1.60
H -20.36 40.55 -3.70
H -20.70 40.21 -0.84
H -21.46 39.34 -2.17
C -18.31 38.33 -3.30
C -17.17 38.00 -2.36
C -17.40 36.90 -1.33
O -16.32 35.98 -1.56
C -15.54 36.40 -2.57
O -14.57 35.82 -2.95
O -16.04 37.53 -3.11
H -18.15 39.33 -3.69
H -19.22 38.42 -2.69
H -18.47 37.65 -4.13
H -16.84 38.93 -1.90
H -18.33 36.35 -1.47
H -17.34 37.31 -0.32
C -19.49 41.86 1.55
C -18.21 41.14 1.88
C -17.89 39.91 0.98
O -16.64 40.26 0.38
C -16.21 41.46 0.82
O -15.19 41.97 0.50
O -17.07 41.98 1.73
H -19.43 42.85 2.02
H -20.37 41.36 1.96
H -19.63 42.05 0.49
H -18.31 40.79 2.91
H -18.77 39.77 0.36
H -17.71 39.06 1.62
C -25.77 41.25 -0.22
O -26.88 41.56 -0.62
N -25.56 40.18 0.61
C -24.29 39.99 1.25
C -26.61 39.29 1.01
H -24.79 41.69 -0.43
H -23.44 40.45 0.75
H -24.09 38.94 1.44
H -24.30 40.41 2.28
H -26.57 38.32 0.50
H -26.63 39.18 2.10
H -27.58 39.71 0.71
C -23.97 31.27 0.66
O -23.94 31.65 1.82
N -24.06 32.07 -0.41
C -24.11 31.51 -1.75
C -24.04 33.50 -0.31
H -24.00 30.20 0.41
H -23.47 32.09 -2.41
H -25.13 31.56 -2.14
H -23.79 30.47 -1.73
H -24.76 33.97 -0.97
H -24.20 33.78 0.73
H -23.03 33.87 -0.49
C -16.46 32.24 1.57
O -15.70 31.84 2.42
N -17.48 33.09 1.81
C -18.41 33.47 0.76
C -17.77 33.62 3.11
H -16.29 31.99 0.51
H -18.23 34.49 0.43
H -19.44 33.49 1.13
H -18.34 32.76 -0.07
H -16.85 33.58 3.70
H -18.13 34.65 3.06
H -18.50 32.99 3.61
C -20.97 36.03 -3.62
O -21.16 36.73 -4.60
N -20.06 35.04 -3.58
C -19.84 34.25 -2.39
C -19.30 34.72 -4.76
H -21.51 36.23 -2.67
H -20.28 34.72 -1.51
H -18.79 34.08 -2.13
H -20.24 33.25 -2.59
H -18.34 34.32 -4.45
H -19.81 34.03 -5.44
H -19.03 35.61 -5.33
C -16.99 36.11 5.63
O -16.43 35.34 6.39
N -18.21 36.67 5.82
C -18.81 37.53 4.86
C -18.98 36.40 7.03
H -16.58 36.38 4.64
H -18.15 37.66 4.00
H -18.99 38.52 5.29
H -19.78 37.20 4.51
H -18.91 37.24 7.72
H -20.00 36.14 6.75
H -18.55 35.52 7.51
C -26.02 39.99 -3.32
O -26.37 40.79 -4.17
N -24.90 39.22 -3.41
C -24.70 38.09 -2.54
C -23.90 39.39 -4.42
H -26.55 39.80 -2.37
H -25.58 37.92 -1.93
H -23.84 38.28 -1.88
H -24.42 37.21 -3.13
H -22.91 39.40 -3.95
H -23.92 38.58 -5.16
H -24.02 40.30 -5.01
*
```

C25H30FNO5 | wB97M-V/def2-TZVPD

Largest force on an atom (Eh/bohr): 0.020
SMILES: CCNc1cc(F)c(C[C@H](C)O)c2c1C(=O)c1cc(C)cc(COCCOCC)c1C2=O
Relative energy (zero: lowest compared OMol25 entry of this formula, charge and spin) (kcal/mol): 0.0
Highest occupied orbital energy (eV): -8.70
DFT total energy (hartree): -1501.42436

Geometry as ORCA input:
```
! RIJCOSX wB97M-V def2-TZVPD def2/J DEFGRID3
* xyz 0 1
C 3.19 -0.19 5.10
C 1.86 -0.73 4.62
N 1.99 -1.98 3.82
C 0.95 -2.12 2.85
C -0.11 -2.97 3.16
C -1.11 -3.15 2.24
F -2.13 -3.97 2.57
C -1.15 -2.52 1.00
C -2.31 -2.86 0.09
C -3.56 -2.00 0.36
C -4.20 -1.50 -0.94
O -3.27 -0.92 1.24
C -0.11 -1.64 0.70
C 0.95 -1.46 1.61
C 2.08 -0.60 1.22
O 2.90 -0.17 1.99
C 2.23 -0.25 -0.23
C 3.47 0.20 -0.65
C 3.67 0.56 -1.98
C 4.99 1.07 -2.48
C 2.59 0.47 -2.85
C 1.32 0.05 -2.44
C 0.23 0.08 -3.49
O -0.75 1.10 -3.38
C -0.34 2.27 -2.73
C -1.34 3.38 -3.01
O -2.67 3.09 -2.67
C -2.90 2.79 -1.31
C -2.64 3.94 -0.33
C 1.14 -0.35 -1.09
C -0.13 -0.88 -0.59
O -1.17 -0.73 -1.19
H 3.06 0.42 5.99
H 3.88 -1.01 5.31
H 3.67 0.43 4.36
H 1.37 0.03 4.02
H 1.20 -0.90 5.48
H 1.82 -2.73 4.48
H -0.15 -3.48 4.11
H -2.02 -2.81 -0.94
H -2.56 -3.90 0.29
H -4.30 -2.64 0.84
H -4.19 -0.42 -0.97
H -3.72 -1.90 -1.82
H -5.25 -1.80 -0.99
H -3.88 -0.97 1.98
H 4.29 0.28 0.04
H 5.16 0.76 -3.50
H 5.81 0.77 -1.83
H 4.96 2.16 -2.49
H 2.73 0.76 -3.88
H 0.68 0.16 -4.48
H -0.29 -0.88 -3.47
H -0.26 2.14 -1.65
H 0.62 2.63 -3.10
H -1.34 3.56 -4.08
H -0.97 4.29 -2.54
H -2.36 1.90 -0.98
H -3.95 2.53 -1.25
H -1.88 4.64 -0.67
H -3.55 4.46 -0.08
H -2.27 3.52 0.60
*
```

C15H78BNO35 | wB97M-V/def2-TZVPD

Largest force on an atom (Eh/bohr): 0.246
Relative energy (zero: lowest compared OMol25 entry of this formula, charge and spin) (kcal/mol): 29.7
Highest occupied orbital energy (eV): -9.27
DFT total energy (hartree): -3331.10804

Geometry as ORCA input:
```
! RIJCOSX wB97M-V def2-TZVPD def2/J DEFGRID3
* xyz 0 1
C -0.32 -3.61 -2.62
C -0.72 -2.46 -1.66
C 0.19 -1.29 -1.50
C -0.05 -0.41 -0.22
N 0.77 0.81 -0.23
C 0.36 1.82 -1.43
C 1.47 1.62 -2.44
C 2.70 1.00 -1.79
C 2.25 0.55 -0.40
C 0.51 1.50 1.04
C 0.79 0.57 2.32
C 0.90 1.33 3.65
H 0.68 -3.66 -2.96
H -0.92 -3.55 -3.65
H -0.53 -4.75 -2.34
H -0.71 -3.05 -0.62
H -1.57 -2.37 -1.95
H -0.03 -0.81 -2.52
H 1.38 -1.66 -1.54
H 0.39 -1.01 0.59
H -1.18 -0.36 -0.03
H 0.42 2.84 -1.01
H -0.59 1.59 -1.84
H 1.82 2.58 -2.88
H 1.07 1.01 -3.26
H 3.72 1.72 -1.56
H 3.26 0.31 -2.54
H 2.70 1.20 0.54
H 2.51 -0.34 -0.03
H -0.50 1.76 1.04
H 1.03 2.40 1.12
H 1.81 0.24 2.18
H 0.42 -0.39 2.39
H 0.24 2.11 3.64
H 1.77 1.96 3.64
H 0.70 0.80 4.49
O -2.43 2.72 -0.66
C -3.67 2.73 -0.52
O -4.24 2.46 0.57
B -5.71 2.47 0.43
O -5.83 2.73 -1.02
C -4.66 2.71 -1.55
O -4.46 2.66 -2.75
O -6.50 3.49 1.21
C -7.25 2.82 1.98
O -7.87 3.25 2.83
C -7.09 1.43 1.74
O -6.24 1.17 0.91
O -7.52 0.45 2.48
O 2.57 4.76 -4.77
H 2.39 5.33 -3.93
H 2.37 5.36 -5.38
O 2.72 4.80 4.42
H 1.76 4.63 4.70
H 2.92 5.55 5.01
O 3.92 -0.22 4.89
H 3.34 0.26 5.57
H 3.73 -0.05 3.96
O -0.35 -7.63 -0.64
H -1.24 -7.33 -1.01
H -0.65 -8.58 -0.34
O 1.51 2.50 -5.95
H 1.57 3.44 -5.46
H 0.48 2.34 -5.89
O -2.16 0.77 4.80
H -2.84 0.27 5.05
H -2.41 0.53 3.93
O -3.31 -4.21 -4.94
H -3.04 -5.12 -5.29
H -2.93 -3.80 -5.76
O 4.60 0.78 2.18
H 5.42 1.34 2.28
H 4.99 0.37 1.39
O 0.10 4.38 6.20
H -0.13 3.50 6.16
H 0.81 4.37 6.69
O -1.16 2.03 7.01
H -1.34 1.79 6.11
H -0.88 1.35 7.60
O -1.87 5.11 -2.25
H -1.73 4.24 -1.91
H -2.02 5.50 -1.35
O 2.38 5.18 0.13
H 2.87 4.38 0.35
H 1.74 5.73 0.70
O 1.71 -3.06 1.40
H 2.51 -3.22 1.84
H 1.97 -3.29 0.40
O -2.54 0.54 -2.99
H -2.91 -0.08 -2.12
H -2.86 1.47 -2.76
O 2.81 -5.44 -4.03
H 2.61 -5.86 -3.31
H 2.12 -5.68 -4.59
O 3.82 3.16 1.28
H 3.72 2.26 1.83
H 4.49 3.00 0.63
O 2.79 -2.74 -4.49
H 3.67 -2.70 -4.98
H 2.75 -3.76 -4.37
O 0.29 -2.76 3.74
H 0.84 -2.90 3.06
H -0.54 -2.54 3.33
O 0.77 -1.46 -5.63
H 1.23 -0.77 -6.21
H 1.50 -1.86 -4.97
O -3.55 -2.86 0.58
H -3.49 -3.43 -0.19
H -4.34 -2.59 0.73
O 4.54 2.87 5.01
H 3.84 3.57 4.93
H 5.23 3.56 4.93
O -3.70 -4.28 -2.02
H -3.40 -4.33 -2.86
H -4.51 -4.82 -2.00
O -3.50 -0.30 -0.65
H -3.49 -1.23 -0.26
H -2.88 0.05 -0.07
O -2.98 0.39 2.04
H -3.26 1.10 1.52
H -3.72 -0.28 2.05
O 4.66 -2.42 -2.29
H 5.24 -1.81 -2.68
H 3.95 -2.61 -2.86
O 3.11 -4.12 -0.72
H 2.54 -4.80 -1.31
H 3.64 -3.79 -1.44
O -0.98 -5.04 1.42
H -0.27 -4.43 1.20
H -0.82 -5.41 2.31
*
```